ORCA calculation (ωB97M-V/def2-TZVPD) on a gas-phase ion, C3H7N4S (charge +1).

Calculated values
Energy in hartree: -735.3672
E_LUMO in eV: -4.37
SMILES: [NH+]#CNC/N=C\SN
Total charge: +1
Orbital gap in eV: 8.6
Energy relative to the best compared isomer or geometry (same formula, charge and spin) in kcal per mole: 53.03
2S+1: 1

Element x y z (Å)
N: 1.833 1.631 0.676
C: 1.915 0.703 -0.035
N: 1.623 -0.246 -0.776
C: 1.234 -1.549 -0.166
N: 0.013 -1.562 0.500
C: -1.033 -0.856 0.390
S: -1.303 0.713 -0.379
N: -2.980 1.103 0.201
H: 2.463 2.475 1.017
H: 1.468 -0.303 -1.803
H: 2.041 -1.761 0.545
H: 1.107 -2.354 -0.887
H: -1.865 -1.084 0.964
H: -2.952 2.065 0.424
H: -3.563 1.026 -0.672

Force components x, y, z for each atom (eV/Å):
2.3138 2.7929 0.9172
-0.5476 2.2708 0.2369
-0.4873 -2.6244 -2.8140
-0.0505 -0.8269 1.5446
-1.4044 -0.0177 0.3285
1.8640 1.0615 -0.2004
-1.2195 0.3891 0.0066
1.0822 -2.1171 -2.3284
-1.6580 -2.7028 -0.7160
0.4507 1.3248 0.9870
-0.2483 -0.3942 -0.2019
0.8801 0.3303 -0.6023
-1.6952 -0.7962 1.0944
0.1137 1.2573 0.5139
0.6064 0.0524 1.2339